{"formula": "C3H9NSi", "method": "the ωB97M-V functional and the def2-TZVPD basis", "homo_ev": -8.45, "total_charge": 0, "lumo_energy_ev": 0.597, "de_lowest_ev": 2.168, "multiplicity": 1, "smiles": "C=[SiH]C.C=N", "energy_ev": -12622.0953, "symbols": ["C", "C", "C", "N", "Si", "H", "H", "H", "H", "H", "H", "H", "H", "H"], "coordinates": [[-0.835, -0.823, 3.217], [1.241, 0.219, 0.033], [-0.123, 0.212, -2.865], [-1.253, -0.805, 2.041], [0.413, 1.064, -1.263], [-1.558, -0.950, 4.017], [0.211, -0.722, 3.537], [1.605, -0.788, -0.100], [1.586, 0.710, 0.925], [-0.534, -0.663, 1.321], [-1.169, 0.409, -3.088], [0.467, 0.553, -3.715], [0.001, -0.864, -2.794], [-0.051, 2.447, -1.267]], "atomic_forces_ev_per_a": [[0.4, 0.0, 0.7], [-0.7, 1.2, -1.5], [0.2, 0.1, 0.4], [-0.4, 0.0, -1.0], [0.6, -1.6, 0.5], [-0.1, 0.0, 0.2], [0.0, 0.0, -0.2], [-0.1, -0.2, -0.1], [0.0, 0.2, 0.2], [0.0, 0.0, 0.4], [-0.1, 0.1, 0.1], [0.1, 0.1, 0.0], [0.1, -0.2, 0.1], [0.1, 0.3, 0.3]], "lowdin_charge": [-0.167, -0.287, -0.270, 0.021, 0.716, 0.047, 0.060, -0.032, -0.043, -0.026, 0.016, 0.015, 0.019, -0.071]}